Entry 1:
A molecular structure, C7H15HgN2Se at a distorted geometry. Source: the Open Molecules 2025 dataset; level of theory: the ωB97M-V functional and the def2-TZVPD basis.

## Properties
* relative energy (zero: lowest compared OMol25 entry of this formula, charge and spin): 24.2 kJ/mol
* 2S+1: 1
* DFT total energy: -80003.8694 eV
* total charge: -1

```
26
Properties=species:S:1:pos:R:3:forces:R:3
Hg -0.314694 -1.633704 -1.125678 1.51 0.08 0.33
Se -1.130464 -1.714916 1.674470 -1.16 -1.35 -0.14
N -2.365812 -2.752873 -2.076695 -0.71 0.39 -1.03
N -0.479429 -0.681676 -3.963164 -0.91 0.68 -0.61
C 1.729314 0.746752 3.251434 0.43 0.31 -0.31
C -0.910379 1.010458 2.429484 0.14 -0.67 0.46
C 1.642740 1.113533 -1.588493 -0.11 0.83 -0.25
C -0.342873 1.984556 3.229249 0.18 0.51 -0.31
C 0.988393 1.866239 3.619433 0.25 0.26 0.80
C -0.240024 -0.214406 2.184679 0.95 1.85 0.34
C 1.148882 -0.227016 2.462322 -0.82 -0.18 0.32
H -2.941007 -1.917938 -1.923156 0.20 -0.98 0.05
H -1.501333 -0.502948 -4.035303 1.03 -0.21 -0.08
H -0.937349 2.855446 3.546647 0.34 -0.35 -0.28
H -2.133749 -2.910515 -3.062410 -0.32 -0.16 0.95
H 2.138247 0.223960 -2.036065 -0.73 0.47 0.50
H 1.650599 1.088113 -0.478253 0.40 -0.08 -0.70
H -1.929144 1.100924 2.101248 -0.37 -0.03 0.02
H 2.778187 0.631127 3.572035 -0.53 0.19 -0.25
H 0.546301 1.178122 -1.831829 1.22 -0.25 -0.17
H -0.219467 -1.418709 -4.608698 -0.11 -0.06 -0.01
H 1.692478 -1.090834 2.141228 0.33 -0.42 0.04
H 2.186764 2.022124 -1.989519 -0.63 -0.71 0.60
H 0.003026 0.166428 -4.261933 -0.14 -0.17 0.11
H 1.447352 2.631716 4.247702 -0.14 -0.16 -0.10
H -2.506560 -3.553958 -1.478741 -0.29 0.21 -0.29
```
Forces are in eV/Å.

natural (NBO) population analysis, charges in e, atoms 1 to 4:
1 Hg 0.024
2 Se -0.499
3 N -1.162
4 N -1.083



Entry 2:
A molecular structure, C7H15N at a distorted geometry. Source: the Open Molecules 2025 dataset; level of theory: the ωB97M-V functional and the def2-TZVPD basis.

## Properties
* relative energy (zero: lowest compared OMol25 entry of this formula, charge and spin): 430.7 kJ/mol
* 2S+1: 1
* DFT total energy: -8988.0257 eV

```
23
Properties=species:S:1:pos:R:3:forces:R:3
N 0.233561 0.851653 0.480503 6.59 2.06 0.66
C 3.024152 0.559494 1.049805 -0.38 -0.18 0.04
C -0.074806 0.668166 -1.938582 0.04 -0.03 0.32
C 0.352708 -1.411555 -0.546782 -0.13 0.11 -0.14
C -2.012356 0.131997 0.090407 1.91 -1.02 -2.10
C 2.108269 1.083874 0.250429 -2.55 0.37 1.27
C -2.299035 -0.544950 1.402338 0.20 -0.08 0.09
C -0.060147 0.042089 -0.564690 -5.40 -1.31 0.15
H 0.922427 0.611237 -2.384417 0.07 0.03 0.01
H -0.370202 1.716085 -1.881870 -0.04 -0.06 -0.01
H 2.812766 -0.295025 1.692481 -0.11 0.28 0.09
H -0.752593 0.123568 -2.601569 0.03 0.07 0.09
H 2.310207 1.909018 -0.428334 -0.26 -0.10 0.11
H 0.266831 0.335060 1.358815 -0.02 -0.05 -0.16
H -2.301541 1.179427 0.056080 0.31 0.03 -0.05
H -1.894745 0.019729 2.246398 0.00 -0.02 0.00
H 0.435843 -1.799411 0.469719 -0.05 0.04 0.00
H 1.323320 -1.529241 -1.035111 0.07 -0.02 0.01
H -3.380452 -0.642897 1.571580 0.17 0.08 -0.05
H -1.883649 -1.556631 1.438337 -0.02 0.04 -0.01
H 4.033652 0.967235 1.135451 -0.12 -0.22 -0.43
H -0.378054 -2.014347 -1.093294 0.11 -0.01 0.01
H -2.416155 -0.404575 -0.767694 -0.44 0.00 0.11
```
Forces are in eV/Å.

natural (NBO) population analysis, charges in e, atoms 1 to 4:
1 N -0.606
2 C -0.470
3 C -0.659
4 C -0.675



Entry 3:
3 unconnected molecules or ions with the total composition C7H15N at a distorted geometry. Source: the Open Molecules 2025 dataset; level of theory: the ωB97M-V functional and the def2-TZVPD basis.

## Properties
* relative energy (zero: lowest compared OMol25 entry of this formula, charge and spin): 440.4 kJ/mol
* 2S+1: 1
* DFT total energy: -8987.9258 eV
* SMILES: [H]/N=C/C.C=CC.C=C

```
23
Properties=species:S:1:pos:R:3:forces:R:3
N 2.210756 1.493165 0.893774 -0.55 1.15 0.28
C -1.881174 -1.835737 -0.068554 -0.17 0.28 -0.22
C 1.492955 0.865851 0.064189 1.69 -3.62 0.10
C -0.664406 1.395711 0.574960 -2.70 0.03 0.29
C -0.770773 -1.754310 0.917465 1.64 -0.40 -0.40
C -1.338445 1.716128 -0.545625 1.01 -0.03 0.17
C 0.560539 -1.813471 0.582499 -2.03 -2.28 0.75
C 1.731184 1.032316 -1.406423 -0.45 0.35 -0.09
H 0.825033 -2.239184 -0.382088 -0.01 0.55 -0.26
H -1.494235 1.001595 -1.342842 -0.39 -0.22 0.15
H -0.500395 2.165504 1.313416 0.25 0.15 0.04
H -1.574507 2.740523 -0.796363 0.18 0.14 -0.03
H -2.711902 -2.426116 0.321427 0.03 -0.01 -0.01
H 1.278219 -2.079914 1.349821 0.12 0.60 0.18
H -1.049927 -1.674492 1.961024 0.05 0.17 0.09
H -1.549640 -2.276081 -1.010386 0.01 0.01 0.03
H -0.771703 0.382491 0.998294 0.79 0.40 -0.50
H 1.879268 2.084776 -1.651465 0.08 -0.05 -0.05
H 0.878166 0.653405 -1.969749 0.04 0.00 -0.10
H 1.994188 1.288723 1.870201 0.21 -0.48 -0.12
H 1.119134 -0.349093 0.314402 0.25 3.39 -0.43
H -2.281043 -0.836072 -0.295226 -0.03 -0.16 0.07
H 2.618708 0.464280 -1.692753 -0.02 0.02 0.07
```
Forces are in eV/Å.

natural (NBO) population analysis, charges in e, atoms 1 to 4:
1 N -0.665
2 C -0.662
3 C 0.169
4 C -0.401



Entry 4:
C7H15N in the gas phase at a distorted geometry. Source: the Open Molecules 2025 dataset; level of theory: the ωB97M-V functional and the def2-TZVPD basis.

## Properties
* relative energy (zero: lowest compared OMol25 entry of this formula, charge and spin): 111.7 kJ/mol
* 2S+1: 1
* DFT total energy: -8991.3325 eV
* SMILES: CCCN1CCCC1

```
23
Properties=species:S:1:pos:R:3:forces:R:3
N 0.277264 -0.356861 -0.002379 0.29 -1.83 -0.91
C 0.348221 -1.410780 2.206092 -0.45 0.08 -0.92
C -0.287683 1.567345 -2.968026 -0.08 0.20 -0.51
C -0.936204 1.148802 -1.658204 -0.07 0.07 0.82
C 0.886173 0.018932 2.243075 0.06 0.59 1.01
C 0.082721 -1.645698 0.679782 0.85 0.07 0.94
C -0.667977 -0.272007 -1.116805 -0.48 0.81 0.05
C 0.466916 0.716169 0.953768 0.04 -0.13 -0.53
H -0.518286 -0.948804 -1.973547 1.16 0.14 0.22
H -0.452074 1.306133 1.031834 -0.02 0.09 0.52
H 0.709594 1.197887 -3.200576 -0.03 -0.75 0.38
H 1.968234 0.008480 2.400162 0.03 -0.10 -0.57
H 0.561927 0.634944 3.088918 -0.33 -0.33 0.06
H -0.970818 1.260886 -3.764632 0.39 0.31 -0.31
H -0.615557 -1.566193 2.679531 -0.09 0.43 0.44
H -2.029818 1.198203 -1.704367 0.14 0.26 -0.53
H 1.022771 -2.127456 2.673268 0.12 0.02 -0.26
H 0.751097 -2.431212 0.313427 -0.07 0.13 -0.31
H -1.612502 -0.716311 -0.790146 -0.53 0.39 0.48
H 1.272134 1.387280 0.630348 -0.22 0.07 -0.06
H -0.945662 -1.994251 0.564301 -0.12 -0.09 -0.17
H -0.704705 1.932194 -0.931710 0.15 -0.41 0.28
H -0.083159 2.644635 -2.997760 -0.70 -0.02 -0.09
```
Forces are in eV/Å.

natural (NBO) population analysis, charges in e, atoms 1 to 4:
1 N -0.449
2 C -0.415
3 C -0.616
4 C -0.419



Entry 5:
A gas-phase ion, C7H15N2 (charge +1) at a distorted geometry. Source: the Open Molecules 2025 dataset; level of theory: the ωB97M-V functional and the def2-TZVPD basis.

## Properties
* relative energy (zero: lowest compared OMol25 entry of this formula, charge and spin): 276.6 kJ/mol
* 2S+1: 1
* DFT total energy: -10473.4291 eV
* total charge: +1
* SMILES: CC(C)(C#N)[N+](C)(C)C

```
24
Properties=species:S:1:pos:R:3:forces:R:3
N 2.871097 -0.979514 0.141120 1.69 -1.16 0.14
N -0.400792 -0.440802 0.108611 -2.76 -0.58 -4.09
C -0.414141 -1.485128 -0.976635 0.22 -1.31 -0.45
C 0.867046 1.130549 -1.496445 -0.42 1.97 -0.33
C -1.894397 0.136818 0.037741 3.61 2.92 -3.04
C 0.663084 1.553817 1.118943 0.83 1.98 -0.85
C 0.732582 0.468025 -0.099641 0.21 2.52 1.07
C -0.306423 -1.184553 1.284319 -2.89 -2.51 2.75
C 1.917101 -0.379616 0.042281 -0.98 1.40 0.26
H -1.959101 0.809918 0.838317 -0.40 0.77 1.17
H 0.125840 2.051952 -1.561040 1.53 -1.97 -0.13
H 0.801944 0.456189 -2.393798 -0.28 0.54 1.12
H -0.628142 -0.542337 2.078812 0.30 0.05 0.90
H 0.960529 1.106683 2.085614 -0.17 0.16 -0.62
H -1.216808 -2.196792 -0.644549 1.10 0.38 -0.72
H -1.144905 -1.946987 1.138095 1.22 0.79 1.01
H 1.929178 1.528267 -1.545815 -1.37 -0.21 0.17
H 0.583354 -1.752034 1.497387 0.56 0.28 -0.27
H -2.580364 -0.643127 0.081958 -0.92 -1.39 -0.07
H -0.720689 -1.079380 -1.953059 0.45 -0.02 0.48
H -1.920523 0.784143 -0.961458 -0.21 -1.69 2.12
H 0.623922 -1.963861 -0.980845 -1.67 0.42 -0.28
H -0.322199 2.167349 1.277727 1.55 -1.61 -0.72
H 1.432800 2.400432 0.882368 -1.21 -1.72 0.41
```
Forces are in eV/Å.

natural (NBO) population analysis, charges in e, atoms 1 to 4:
1 N -0.208
2 N -0.226
3 C -0.424
4 C -0.643



M / g mol⁻¹: 406.76 113.20 113.20 113.20 127.21